# 1
A structure of composition C21H29CrN5O4PS3. Source: OMol25; level of theory: ωB97M-V with the def2-TZVPD basis set.

Properties
Frontier orbital gap (alpha / beta) (eV): 5.162 / 8.054
Expectation value of S²: 6.07
Total charge: -1
ΔE to the lowest compared entry with this formula, charge and spin (kcal/mol): 1.6
HOMO energy (alpha / beta) (hartree): -0.097 / -0.209
Total energy (Ha): -3972.930433
Molecular weight (g/mol): 594.7
LUMO level (alpha / beta) (eV): 2.536 / 2.368
2S+1: 5

Element x y z (Å)
Cr 0.12186 -1.47456 -0.31807
C 2.39569 1.16464 2.41502
C 1.98543 0.43132 1.30199
N 0.91751 -0.34278 1.29714
C 0.19221 -0.47659 2.45583
C 0.54460 0.23819 3.63346
C 1.65695 1.06472 3.58576
C -0.27875 0.05575 4.79183
C -1.34366 -0.77437 4.76478
C -1.70634 -1.51678 3.58086
C -2.77760 -2.38866 3.51362
C -3.03413 -3.06359 2.29321
C -2.22541 -2.83392 1.21244
N -1.17478 -1.98490 1.23238
C -0.90666 -1.33335 2.42257
H 3.27016 1.79469 2.34241
H 2.52970 0.47533 0.36870
H 1.94037 1.62205 4.47213
H -0.02440 0.59694 5.69639
H -1.95621 -0.90644 5.64976
H -3.40313 -2.54700 4.38351
H -3.85511 -3.76028 2.19970
H -2.41080 -3.31896 0.26366
O 3.86515 -1.96806 -0.30098
S 2.69543 -2.45242 -1.00659
O 1.59129 -2.83007 -0.03671
O 2.93111 -3.49877 -1.96670
S 1.76688 -0.83823 -1.91636
C 4.00330 1.60551 -3.36407
N 3.99553 2.00813 -1.95990
C 4.78553 1.18087 -1.04271
C 2.88845 2.58677 -1.50914
N 1.93839 3.14824 -1.15542
H 5.03157 1.63770 -3.72693
H 3.40548 2.30853 -3.94007
H 3.60256 0.59769 -3.48952
H 5.80572 1.14790 -1.42698
H 4.40359 0.16215 -0.95650
H 4.79893 1.65385 -0.06239
O -1.69794 -4.44241 -3.06720
S -0.75460 -3.92387 -2.07440
N -0.94703 -2.52120 -1.63061
C -1.71010 3.23167 0.03082
C -1.02365 1.91383 0.37366
P -1.32444 0.51406 -0.77280
C -3.11442 0.18999 -0.50026
C -3.83828 -0.61315 -1.57838
C -1.19474 1.29586 -2.42298
C -1.08484 0.32626 -3.60013
H -1.53742 3.95899 0.82597
H -2.79024 3.12691 -0.09051
H -1.29964 3.65237 -0.88684
H -1.31763 1.55536 1.36423
H 0.05581 2.06939 0.40052
H -3.61549 1.14979 -0.34549
H -3.15669 -0.34878 0.44982
H -3.90094 -0.06206 -2.51753
H -4.85981 -0.82385 -1.25525
H -3.32874 -1.55635 -1.77530
H -0.30812 1.93574 -2.36800
H -2.05764 1.95928 -2.54148
H -0.17250 -0.26539 -3.54491
H -1.07611 0.88622 -4.53800
H -1.91124 -0.37991 -3.63306

Atoms 1-6, force components in eV/Å:
0.0565 -0.0238 0.0755
0.0073 -0.0272 -0.0208
0.0396 0.0458 0.0091
0.1132 -0.1043 -0.1430
0.0167 0.0613 0.0257
-0.0037 -0.0009 -0.0248

For reference, the natural (NBO) charges in units of e are: atom 1 (Cr): 1.05, atom 2 (C): -0.34, atom 3 (C): 0.17, atom 4 (N): -0.55, atom 5 (C): 0.19, atom 6 (C): -0.13, atom 7 (C): -0.12, atom 8 (C): -0.17, atom 9 (C): -0.21, atom 10 (C): -0.06, atom 11 (C): -0.23, atom 12 (C): -0.32, atom 13 (C): 0.06, atom 14 (N): -0.59, atom 15 (C): 0.09, atom 16 (H): 0.21, atom 17 (H): 0.21, atom 18 (H): 0.20, atom 19 (H): 0.20, atom 20 (H): 0.20, atom 21 (H): 0.20, atom 22 (H): 0.21, atom 23 (H): 0.21, atom 24 (O): -0.99, atom 25 (S): 2.26, atom 26 (O): -1.00, atom 27 (O): -0.96, atom 28 (S): -0.56, atom 29 (C): -0.40, atom 30 (N): -0.48, atom 31 (C): -0.41, atom 32 (C): 0.47, atom 33 (N): -0.46, atom 34 (H): 0.19, atom 35 (H): 0.21, atom 36 (H): 0.22, atom 37 (H): 0.20, atom 38 (H): 0.25, atom 39 (H): 0.20, atom 40 (O): -0.94, atom 41 (S): 1.44, atom 42 (N): -1.10, atom 43 (C): -0.61, atom 44 (C): -0.72, atom 45 (P): 1.02, atom 46 (C): -0.71, atom 47 (C): -0.61, atom 48 (C): -0.73, atom 49 (C): -0.61, atom 50 (H): 0.21, atom 51 (H): 0.19, atom 52 (H): 0.22, atom 53 (H): 0.23, atom 54 (H): 0.26, atom 55 (H): 0.21, atom 56 (H): 0.24, atom 57 (H): 0.20, atom 58 (H): 0.20, atom 59 (H): 0.25, atom 60 (H): 0.25, atom 61 (H): 0.21, atom 62 (H): 0.24, atom 63 (H): 0.20, atom 64 (H): 0.22



# 2
A cluster of 2 separate species, C5H8N2O in total. Source: OMol25; level of theory: ωB97M-V with the def2-TZVPD basis set.

Properties
Frontier orbital gap (eV): 9.830
Structure (SMILES): [H]/N=C(\C)N=C=C.C=O
Total charge: 0
ΔE to the lowest compared entry with this formula, charge and spin (kcal/mol): 72.0
HOMO energy (hartree): -0.336
Total energy (Ha): -379.973455
Molecular weight (g/mol): 112.1
LUMO level (eV): 0.677

Element x y z (Å)
H -2.03251 1.38297 0.94209
N -1.13615 0.94457 0.75320
C -1.18573 -0.00429 -0.10294
C -2.40990 -0.56526 -0.77225
N -0.02335 -0.54324 -0.56452
C 1.00031 -0.92861 -0.01348
C 2.06270 -1.56914 0.35947
H -2.39047 -1.65509 -0.73375
H -3.31558 -0.20052 -0.29525
H -2.41759 -0.27045 -1.82000
H 2.15247 -2.63592 0.24385
H 2.89775 -1.02457 0.76672
C 1.71186 1.76604 0.31359
O 2.80963 1.48641 0.70496
H 0.74077 1.59170 0.89650
H 1.53578 2.22541 -0.67819

Atoms 1-6, force components in eV/Å:
-0.1647 -0.3376 -0.1026
-0.1871 -0.3506 -0.3344
-1.2903 0.8678 1.0330
0.0192 0.0588 0.0701
1.6899 -0.0915 -0.3786
-1.1488 -0.8528 -0.6673

For reference, the natural (NBO) charges in units of e are: atom 1 (H): 0.35, atom 2 (N): -0.68, atom 3 (C): 0.45, atom 4 (C): -0.67, atom 5 (N): -0.49, atom 6 (C): 0.48, atom 7 (C): -0.62, atom 8 (H): 0.23, atom 9 (H): 0.22, atom 10 (H): 0.24, atom 11 (H): 0.25, atom 12 (H): 0.27, atom 13 (C): 0.25, atom 14 (O): -0.53, atom 15 (H): 0.17, atom 16 (H): 0.09



# 3
An isolated molecule of C6H7NO. Source: OMol25; level of theory: ωB97M-V with the def2-TZVPD basis set.

Properties
Frontier orbital gap (eV): 8.948
Structure (SMILES): C=Cc1cc(N)co1
Total charge: 0
ΔE to the lowest compared entry with this formula, charge and spin (kcal/mol): 77.7
HOMO energy (hartree): -0.298
Total energy (Ha): -362.689645
Molecular weight (g/mol): 109.1
LUMO level (eV): 0.832

Element x y z (Å)
C -3.17058 0.23481 0.07159
C -1.99195 -0.43613 -0.12055
C -0.52835 -0.05035 -0.11929
C 0.55341 -0.83102 -0.19724
C 1.67747 0.11792 -0.02676
N 3.02750 -0.31124 -0.09346
C 1.15279 1.29395 0.03165
O -0.16487 1.29698 -0.10896
H -2.94135 1.35911 -0.20891
H -4.22481 -0.39944 0.36168
H -2.18315 -1.60253 -0.11321
H 0.62303 -1.99621 0.00651
H 2.97185 -1.28383 0.28717
H 3.67681 0.35313 0.57985
H 1.52219 2.25485 -0.35006

Atoms 1-6, force components in eV/Å:
1.1401 0.2221 -0.8211
-1.4445 -2.7688 1.1683
-3.0973 1.1323 -1.1860
1.7383 -1.9079 2.0241
1.0516 -4.4248 -0.5884
1.3079 1.1530 2.6793

For reference, the natural (NBO) charges in units of e are: atom 1 (C): -0.42, atom 2 (C): -0.24, atom 3 (C): 0.24, atom 4 (C): -0.30, atom 5 (C): 0.06, atom 6 (N): -0.80, atom 7 (C): 0.02, atom 8 (O): -0.41, atom 9 (H): 0.23, atom 10 (H): 0.25, atom 11 (H): 0.20, atom 12 (H): 0.24, atom 13 (H): 0.37, atom 14 (H): 0.38, atom 15 (H): 0.20



# 4
A cluster of 8 separate species, C21H49ClN7O7 in total. Source: OMol25; level of theory: ωB97M-V with the def2-TZVPD basis set.

Properties
Frontier orbital gap (eV): 9.812
Total charge: -1
ΔE to the lowest compared entry with this formula, charge and spin (kcal/mol): 13.1
HOMO energy (hartree): -0.271
Total energy (Ha): -2199.992380
Molecular weight (g/mol): 547.1
LUMO level (eV): 2.434

Element x y z (Å)
Cl 0.16848 -0.03949 -0.13818
C -2.14846 -0.17588 3.28629
C -0.90572 -0.77903 3.93379
O -0.98909 -1.32330 5.01726
N 0.24057 -0.71118 3.29738
C 1.53812 -1.02494 3.84633
H -3.01612 -0.82805 3.38599
H -1.87067 0.00595 2.24808
H -2.34824 0.79975 3.72938
H 0.25651 -0.28904 2.37996
H 1.46525 -1.89348 4.50086
H 2.07832 -0.16872 4.25024
H 2.17320 -1.22919 2.98432
C 0.58017 1.43703 -3.91259
C 0.03985 2.73822 -3.34254
O -0.21745 3.68708 -4.05424
N 0.02386 2.85436 -1.99155
C -0.14636 4.02732 -1.20035
H 1.53477 1.60208 -4.41218
H -0.08313 1.21063 -4.74738
H 0.68600 0.56858 -3.26244
H 0.04743 1.95949 -1.52385
H -0.12928 4.94127 -1.79406
H 0.47438 4.17939 -0.31736
H -1.14667 3.99653 -0.76847
C 2.12278 -3.55980 0.62850
C 0.76426 -4.20613 0.98006
O 0.64615 -5.37444 1.24425
N -0.31722 -3.43806 0.84828
C -1.67762 -3.75044 1.28985
H 2.49694 -2.84924 1.36553
H 2.06644 -3.01540 -0.31413
H 2.86078 -4.36128 0.59588
H -0.11581 -2.47693 0.61220
H -2.19122 -2.93994 1.80695
H -1.69011 -4.67376 1.86899
H -2.30763 -3.94887 0.42276
C 2.61786 -1.88294 -3.27039
C 1.31881 -2.68391 -3.44167
O 1.21360 -3.44108 -4.42488
N 0.36381 -2.62682 -2.55943
C -0.81875 -3.49880 -2.48416
H 3.47116 -2.43950 -3.65796
H 2.73080 -1.61228 -2.22058
H 2.53296 -0.94134 -3.81288
H 0.42089 -1.92485 -1.83549
H -1.40736 -3.48682 -3.40149
H -1.36872 -3.09096 -1.63605
H -0.51277 -4.52133 -2.26299
C -4.15811 -0.60803 0.43957
C -4.10959 -0.40461 -1.06700
O -5.11524 -0.27399 -1.73080
N -2.93420 -0.36827 -1.69091
C -2.73474 -0.13301 -3.12943
H -3.44417 -1.31240 0.86647
H -5.09746 -1.07421 0.73689
H -4.05133 0.35244 0.94374
H -2.12061 -0.31720 -1.09462
H -3.56952 -0.50309 -3.72464
H -1.82333 -0.55004 -3.55784
H -2.65646 0.94902 -3.23520
C 3.66078 1.69466 -1.53255
C 4.22626 1.98304 -0.16410
O 5.30516 2.58636 -0.12235
N 3.57245 1.44187 0.88344
C 4.01194 1.57326 2.21324
H 2.88319 2.43544 -1.71887
H 3.15974 0.72687 -1.51192
H 4.44488 1.80524 -2.28159
H 2.73170 0.92082 0.67909
H 4.66545 2.42038 2.42164
H 4.51020 0.64846 2.50405
H 3.15575 1.64516 2.88395
C 0.44822 2.87119 2.69922
C -0.96001 3.39980 2.45470
O -1.38929 4.39821 3.05036
N -1.67226 2.72767 1.53415
C -3.10744 2.97131 1.37726
H 0.78706 2.53242 1.72018
H 0.47143 1.92561 3.24090
H 1.11272 3.63706 3.09922
H -1.28399 1.88656 1.13179
H -3.50285 2.54979 0.45311
H -3.26849 4.04220 1.25328
H -3.67360 2.61955 2.23971

Atoms 1-6, force components in eV/Å:
0.0330 -0.0219 0.1888
1.1634 0.1022 -0.5744
-1.9351 -0.4434 1.3932
-0.1408 -0.3137 1.0421
1.4753 1.0913 -1.6927
0.2496 -0.2580 -0.8516

For reference, the Löwdin charges in units of e are: atom 1 (Cl): -0.03, atom 2 (C): 0.00, atom 3 (C): -0.59, atom 4 (O): 0.03, atom 5 (N): 0.00, atom 6 (C): -0.05, atom 7 (H): 0.09, atom 8 (H): 0.03, atom 9 (H): 0.09, atom 10 (H): 0.02, atom 11 (H): 0.09, atom 12 (H): 0.07, atom 13 (H): 0.06, atom 14 (C): -0.01, atom 15 (C): -0.56, atom 16 (O): 0.03, atom 17 (N): 0.00, atom 18 (C): -0.08, atom 19 (H): 0.08, atom 20 (H): 0.08, atom 21 (H): 0.04, atom 22 (H): 0.00, atom 23 (H): 0.09, atom 24 (H): 0.08, atom 25 (H): 0.07, atom 26 (C): 0.02, atom 27 (C): -0.57, atom 28 (O): 0.04, atom 29 (N): 0.01, atom 30 (C): -0.05, atom 31 (H): 0.06, atom 32 (H): 0.05, atom 33 (H): 0.08, atom 34 (H): 0.02, atom 35 (H): 0.06, atom 36 (H): 0.09, atom 37 (H): 0.07, atom 38 (C): 0.01, atom 39 (C): -0.57, atom 40 (O): -0.01, atom 41 (N): 0.01, atom 42 (C): -0.04, atom 43 (H): 0.08, atom 44 (H): 0.05, atom 45 (H): 0.06, atom 46 (H): 0.02, atom 47 (H): 0.08, atom 48 (H): 0.06, atom 49 (H): 0.09, atom 50 (C): 0.01, atom 51 (C): -0.58, atom 52 (O): 0.03, atom 53 (N): 0.01, atom 54 (C): -0.05, atom 55 (H): 0.04, atom 56 (H): 0.09, atom 57 (H): 0.06, atom 58 (H): 0.01, atom 59 (H): 0.08, atom 60 (H): 0.07, atom 61 (H): 0.08, atom 62 (C): 0.00, atom 63 (C): -0.54, atom 64 (O): 0.01, atom 65 (N): 0.01, atom 66 (C): -0.09, atom 67 (H): 0.07, atom 68 (H): 0.05, atom 69 (H): 0.09, atom 70 (H): 0.07, atom 71 (H): 0.09, atom 72 (H): 0.09, atom 73 (H): 0.06, atom 74 (C): 0.00, atom 75 (C): -0.55, atom 76 (O): 0.02, atom 77 (N): 0.00, atom 78 (C): -0.07, atom 79 (H): 0.04, atom 80 (H): 0.06, atom 81 (H): 0.09, atom 82 (H): 0.05, atom 83 (H): 0.08, atom 84 (H): 0.08, atom 85 (H): 0.08